[1]
Formula: C17H19FN2O
Source: the Open Molecules 2025 dataset
Level of theory: ωB97M-V/def2-TZVPD

E_HOMO = -8.727 eV
E_LUMO = 0.69 eV
Orbital gap = 0.34610 Ha
Relative energy (zero: lowest compared OMol25 entry of this formula, charge and spin) = 136.41 kJ/mol

Structure (ORCA input):
```
! RIJCOSX wB97M-V def2-TZVPD def2/J DEFGRID3
* xyz 0 1
H -2.04 -3.15 -0.91
H 3.56 -0.11 2.09
C 0.77 -0.83 1.30
C 4.85 0.57 -1.40
H -1.24 -0.87 2.09
H -5.44 1.85 -0.47
C -4.64 1.14 -0.37
H -0.13 0.78 -1.41
H -0.53 -2.47 1.85
C -1.33 -1.61 0.06
C 1.73 1.32 0.61
H -5.74 -0.54 -1.08
N 5.58 -0.16 -0.58
O -1.75 -2.96 -0.01
F -3.24 2.85 0.46
H 3.06 1.70 -1.77
H 5.75 -0.96 1.28
C -3.41 1.55 0.12
C -3.73 -1.07 -0.56
C -0.32 -1.35 -1.08
C -0.62 -1.47 1.42
H -1.41 1.05 0.67
H 1.38 -0.14 -1.52
N 0.68 0.32 0.44
H -0.84 -1.37 -2.04
H 1.72 1.62 1.66
C 5.11 -0.38 0.63
C 3.89 0.10 1.08
H 0.38 -2.19 -1.07
C -2.50 -0.65 -0.07
C 3.11 0.85 0.21
H 1.09 -0.50 2.29
H 1.50 -1.58 0.94
C 3.61 1.10 -1.06
C -2.35 0.69 0.28
H 5.27 0.74 -2.39
C -4.79 -0.19 -0.70
C 0.44 -0.03 -0.95
H -3.89 -2.11 -0.81
H 1.45 2.19 0.00
*
```

***

[2]
Formula: C17H19FNO14PS2
Source: the Open Molecules 2025 dataset
Level of theory: ωB97M-V/def2-TZVPD

E_HOMO = -9.131 eV
E_LUMO = -0.65 eV
Orbital gap = 0.31184 Ha
Relative energy (zero: lowest compared OMol25 entry of this formula, charge and spin) = 0.00 kJ/mol

Structure (ORCA input):
```
! RIJCOSX wB97M-V def2-TZVPD def2/J DEFGRID3
* xyz 0 1
C 2.69 -4.83 -0.91
C -4.60 4.66 2.93
O -4.20 7.48 -0.75
H 2.47 -0.39 2.38
C -0.51 1.59 3.68
O 2.63 -5.04 -5.41
H -4.93 3.54 -0.42
C -0.21 1.21 1.33
P 1.19 -0.37 3.02
O 1.68 -2.77 1.40
H 6.54 -6.22 -4.50
H 1.24 -6.41 -0.61
C 2.03 -5.89 -0.06
H 5.08 -6.09 -7.19
C -4.13 6.05 3.42
O 1.78 -3.72 -0.88
H -5.01 4.16 3.83
H 5.95 -7.48 -6.49
C -3.45 3.81 2.38
C -1.39 2.18 1.50
H -2.02 2.58 -0.51
C -2.35 6.63 0.44
O 4.13 -6.98 -5.60
N 0.35 1.11 2.64
C -4.14 4.25 -0.12
C -3.79 6.57 -0.09
C 5.35 -6.60 -6.26
O 0.13 0.65 0.33
O 1.42 -5.19 1.03
H 6.75 -5.01 -5.79
S 1.02 -3.69 0.56
H 1.44 -0.40 4.41
O 3.41 -6.23 -3.37
H -1.66 5.96 -0.10
F -5.08 7.02 3.56
C -2.20 2.78 0.55
H 2.86 -5.16 -1.93
H -2.02 7.68 0.41
H -2.77 3.36 4.41
O 4.98 -4.89 -4.71
S 3.62 -5.75 -4.69
C -1.56 2.39 2.90
O -3.01 6.30 3.73
O -0.37 -3.65 0.32
H 3.63 -4.50 -0.47
H -5.45 4.75 2.23
C 6.04 -5.66 -5.30
H -2.33 6.33 1.51
O -0.40 1.37 4.85
H 2.74 -6.62 0.32
H -3.48 4.36 -1.01
O 0.47 -1.60 2.62
O -4.68 5.53 0.18
C -2.60 3.21 3.34
C -3.27 3.63 0.99
*
```

***

[3]
Formula: C17H19N3O5
Source: the Open Molecules 2025 dataset
Level of theory: ωB97M-V/def2-TZVPD

E_HOMO = -9.358 eV
E_LUMO = 0.72 eV
Orbital gap = 0.37048 Ha
Relative energy (zero: lowest compared OMol25 entry of this formula, charge and spin) = 0.00 kJ/mol

Structure (ORCA input):
```
! RIJCOSX wB97M-V def2-TZVPD def2/J DEFGRID3
* xyz 0 1
H -0.70 -4.65 -0.31
C 2.27 2.29 -1.74
H 0.64 -4.68 1.78
O 0.40 4.50 0.88
C 1.11 -2.90 0.67
H 0.51 5.20 2.77
C -1.02 -1.64 0.01
H 2.48 0.34 -2.68
H 0.76 3.43 2.60
C 0.48 -1.57 0.24
H -0.46 4.08 -2.01
H 0.39 -0.36 2.03
N 0.83 -0.49 1.14
O 1.92 1.53 1.04
O 1.21 -1.68 -2.11
O -0.78 2.65 0.39
C 0.17 4.29 2.27
C -1.69 -0.47 -0.33
H -3.64 -3.76 -0.07
C 2.62 0.80 -1.70
C 1.54 0.50 0.55
C 0.39 3.79 -1.38
C -0.08 3.58 0.06
H -1.77 -4.73 1.10
N 1.78 0.08 -0.77
C -1.05 -4.09 0.57
N 0.93 2.53 -1.83
H -0.20 -3.23 2.35
H -1.16 0.47 -0.36
H -0.89 4.11 2.46
H 3.67 0.71 -1.41
H 2.01 -2.68 1.25
C -1.73 -2.83 0.12
H 0.30 1.74 -1.74
C 0.14 -3.76 1.46
H -4.81 -1.70 -0.73
C -3.09 -2.83 -0.15
H 1.41 -3.44 -0.24
C 1.17 -1.11 -1.05
O 3.10 3.16 -1.74
H 1.17 4.54 -1.42
C -3.05 -0.48 -0.60
H -3.55 0.43 -0.86
C -3.75 -1.67 -0.52
*
```

***

[4]
Formula: C17H19N3O7S
Source: the Open Molecules 2025 dataset
Level of theory: ωB97M-V/def2-TZVPD

E_HOMO = -9.259 eV
E_LUMO = -0.56 eV
Orbital gap = 0.31963 Ha
Relative energy (zero: lowest compared OMol25 entry of this formula, charge and spin) = 418.71 kJ/mol

Structure (ORCA input):
```
! RIJCOSX wB97M-V def2-TZVPD def2/J DEFGRID3
* xyz 0 1
H 7.23 0.54 0.07
H 1.74 -1.01 -2.08
N -6.67 0.04 -0.04
H 2.47 1.61 -0.95
H 0.00 -0.84 2.54
H -7.37 2.53 0.84
O -2.35 -0.24 1.88
N 4.53 0.06 -0.09
H -4.09 2.12 -0.28
H -7.68 0.03 0.05
O -2.60 0.01 -0.34
C -4.64 -1.22 -0.17
H 6.88 -1.08 0.68
H 5.21 1.40 1.33
C -4.65 1.21 -0.22
C 4.52 0.97 -1.20
N -3.96 -2.47 -0.28
H 2.41 -1.38 2.10
O -6.81 -2.21 0.07
O -2.83 -2.54 0.18
H -6.21 3.33 -0.23
C 6.79 -0.02 0.89
C -6.01 1.21 -0.13
C 0.40 -0.86 1.54
C 1.72 -1.16 1.29
C 0.01 -0.66 -0.84
H 3.65 2.66 -0.15
C 3.45 2.06 -1.04
H 7.35 0.21 1.80
C 1.34 -0.95 -1.08
H 4.32 0.38 -2.09
O -4.52 -3.37 -0.85
H 5.50 1.43 -1.31
H -7.57 2.43 -0.91
H 4.91 -0.25 1.90
H -0.67 -0.47 -1.66
C -3.96 -0.02 -0.22
C -6.84 2.45 -0.11
C -1.87 -0.30 0.79
O 4.45 -2.32 0.72
C -0.46 -0.60 0.47
H 3.46 2.71 -1.91
C -6.09 -1.25 -0.05
C 2.18 -1.19 -0.01
C 5.32 0.34 1.08
O 4.09 -1.85 -1.69
S 3.93 -1.47 -0.31
*
```

***

[5]
Formula: C17H19NO
Source: the Open Molecules 2025 dataset
Level of theory: ωB97M-V/def2-TZVPD

E_HOMO = -7.760 eV
E_LUMO = 0.75 eV
Orbital gap = 0.31274 Ha
Relative energy (zero: lowest compared OMol25 entry of this formula, charge and spin) = 544.18 kJ/mol

Structure (ORCA input):
```
! RIJCOSX wB97M-V def2-TZVPD def2/J DEFGRID3
* xyz 0 1
C -2.05 -2.52 -1.52
H 0.01 0.31 -4.43
H 4.41 0.68 0.06
H -0.38 1.56 2.32
C -2.65 -2.04 -0.34
C 1.10 0.82 1.08
H 1.96 -1.72 3.79
C 2.76 -0.67 2.12
C -1.23 -0.20 -1.85
H -1.72 -3.55 -1.63
C -1.50 -1.52 -2.36
H -3.19 -2.78 0.22
C 0.64 -0.16 3.09
C -1.11 2.18 -1.77
H -0.25 -1.27 4.28
C 2.97 -0.16 -1.12
H 1.92 -0.25 -1.26
C 0.15 0.77 2.06
H -2.16 2.39 -0.04
C 2.42 0.31 1.18
H 3.12 -1.27 -1.00
H 3.71 -1.17 1.91
H 0.17 1.99 -3.94
C 3.33 0.72 0.08
C -1.84 0.31 -0.63
H -1.28 -1.78 -3.38
H -1.29 1.46 -4.50
H 3.49 0.21 -1.96
H -0.88 3.22 -1.94
C 1.86 -0.89 3.15
N -1.80 1.63 -0.65
H 0.92 1.52 0.20
O -0.16 -0.33 4.23
C -0.42 1.13 -3.91
H -3.38 -0.65 1.00
H 3.14 1.91 0.00
C -0.85 1.07 -2.51
C -2.67 -0.74 0.09
*
```

***

[6]
Formula: C17H20AlBr2FIN2O5
Source: the Open Molecules 2025 dataset
Level of theory: ωB97M-V/def2-TZVPD

E_HOMO = -5.492 eV
E_LUMO = 0.74 eV
Orbital gap = 0.22895 Ha

Structure (ORCA input):
```
! RIJCOSX wB97M-V def2-TZVPD def2/J DEFGRID3
* xyz -1 1
C -0.42 -3.12 -2.51
C 2.10 3.91 -0.34
H 0.90 -1.25 -5.01
C -2.22 -3.18 0.91
C -3.55 -2.78 0.77
C -1.53 -0.88 1.06
H 0.44 3.50 3.98
N -1.29 -5.42 -2.57
N -3.19 0.92 0.92
Br 3.09 6.59 -0.02
C 0.17 -3.26 -5.23
H 0.40 -3.31 -6.29
H 1.68 4.54 -1.12
F 3.54 1.67 0.86
H -4.89 -1.10 0.69
H 0.30 0.72 2.93
Al 3.34 2.40 2.37
H -0.67 -3.09 -1.46
H 0.37 -1.13 -2.60
H -0.62 -5.27 -5.14
H 1.28 3.59 0.31
H -0.78 2.27 4.26
O 2.03 1.70 3.28
O -2.26 1.71 0.91
C -0.40 -4.35 -4.60
H 1.99 4.68 2.26
H -4.33 -3.52 0.64
C 0.15 -2.03 -3.16
C 3.16 4.65 0.48
H -0.76 -0.13 1.17
C 0.72 1.72 2.78
C 3.00 4.38 1.95
H -0.84 3.25 2.79
C -1.22 -2.24 1.07
H 0.69 1.90 1.69
I 5.46 1.88 3.75
O -1.50 -5.31 -1.38
H 4.17 4.38 0.15
O -4.36 1.23 0.89
C -0.68 -4.26 -3.25
C -2.85 -0.52 0.93
H 2.53 3.02 -0.79
Br 4.16 5.50 3.06
C 0.45 -2.10 -4.51
C -0.17 2.75 3.49
H -1.98 -4.24 0.88
O -1.53 -6.41 -3.23
H -0.19 -2.55 1.18
C -3.88 -1.44 0.79
*
```

***

[7]
Formula: C17H20BClFeN6
Source: the Open Molecules 2025 dataset
Level of theory: ωB97M-V/def2-TZVPD

E_HOMO (spin up / spin down) = -5.709 / -7.008 eV
E_LUMO (spin up / spin down) = 0.36 / 0.32 eV
Orbital gap (spin up / spin down) = 0.22297 / 0.26947 Ha
Relative energy (zero: lowest compared OMol25 entry of this formula, charge and spin) = 297.40 kJ/mol

Structure (ORCA input):
```
! RIJCOSX wB97M-V def2-TZVPD def2/J DEFGRID3
* xyz 0 5
N -1.29 -2.31 -1.30
H 3.52 1.77 4.26
H 2.37 -1.24 -2.20
H -5.00 -1.36 0.14
C 3.35 1.96 3.21
Cl 1.13 0.49 3.52
C 1.93 1.75 1.23
C 0.77 -3.00 -0.77
C -3.92 -0.75 2.02
H 2.72 2.69 -0.56
N -0.04 -1.88 -0.79
C 2.20 1.47 2.59
C 2.89 2.48 0.50
H -1.02 -0.52 0.68
C 4.06 2.94 1.11
H 2.38 0.57 -2.29
C 0.10 -4.05 -1.38
C -4.11 -1.07 0.68
H -2.03 -4.08 -2.14
H -4.65 -0.75 2.80
H 0.50 2.04 -2.66
N -1.93 -0.07 -2.15
H -3.42 0.44 -3.57
B -2.49 -1.32 -1.42
H 0.28 2.12 -0.07
H 3.09 -0.28 -0.86
N -2.93 -0.97 0.04
C 2.28 -0.30 -1.63
C 0.68 1.32 0.58
C -2.56 -0.45 2.16
N -2.01 -0.59 0.95
H -0.09 1.07 1.33
H 1.80 -2.92 -0.43
Fe 0.60 -0.28 -0.70
C -2.43 0.65 -3.18
C -1.52 1.63 -3.55
C -1.19 -3.59 -1.67
H -1.95 -0.22 3.03
H 4.80 3.47 0.51
H -3.40 -1.82 -2.03
N -0.66 0.43 -1.83
H 0.49 -5.03 -1.59
H -1.61 2.35 -4.35
C -0.43 1.49 -2.68
H 5.18 3.08 2.96
C 4.28 2.71 2.47
*
```

***

[8]
Formula: C17H20F3N3O2S
Source: the Open Molecules 2025 dataset
Level of theory: ωB97M-V/def2-TZVPD

E_HOMO = -8.169 eV
E_LUMO = -0.39 eV
Orbital gap = 0.28595 Ha
Relative energy (zero: lowest compared OMol25 entry of this formula, charge and spin) = 1698.99 kJ/mol

Structure (ORCA input):
```
! RIJCOSX wB97M-V def2-TZVPD def2/J DEFGRID3
* xyz 0 1
C -2.30 0.25 -0.02
C 5.52 -0.23 0.11
H 6.14 0.32 0.57
H 5.51 2.65 0.85
F 6.84 -0.99 -1.80
H 4.05 -2.59 1.77
H -1.51 -1.44 1.08
C 2.00 -0.07 1.23
C 5.64 -0.45 -1.42
H -4.87 1.13 -2.43
H -6.91 1.96 0.06
N -2.15 -1.26 0.42
F 4.83 -1.44 -1.85
O 0.43 -1.83 1.57
H -6.63 -0.18 -0.88
H 0.15 1.38 2.32
S -1.04 1.08 0.31
H 5.05 2.32 -0.62
C 4.60 2.55 0.58
H 3.50 -2.65 -0.34
C -4.18 -0.47 -1.20
H -1.10 0.16 2.56
H -5.51 -0.60 -2.90
C 3.24 -0.70 0.76
H -5.91 2.68 -1.08
C -4.26 -1.79 -0.64
H 5.76 -1.39 0.67
O -3.13 -3.27 0.45
H 2.36 -2.51 1.20
C -5.13 0.01 -2.33
H -7.13 0.85 -2.16
C -0.27 0.64 1.97
C -6.11 1.75 -0.37
F 5.40 0.44 -2.07
H 1.84 2.33 1.23
C 3.22 -2.35 0.83
C 3.71 1.34 0.55
C 0.66 -0.53 1.66
N 4.14 0.08 0.65
H 4.20 3.44 0.56
C -3.18 -2.16 -0.03
N -3.26 0.58 -0.95
H -4.86 -2.43 -0.95
C 2.33 1.44 1.18
H -5.44 1.34 0.30
C -6.26 0.59 -1.41
*
```

***

Copy entry 5 word for word.
Formula: C17H19NO
Source: the Open Molecules 2025 dataset
Level of theory: ωB97M-V/def2-TZVPD

E_HOMO = -7.760 eV
E_LUMO = 0.75 eV
Orbital gap = 0.31274 Ha
Relative energy (zero: lowest compared OMol25 entry of this formula, charge and spin) = 544.18 kJ/mol

Structure (ORCA input):
```
! RIJCOSX wB97M-V def2-TZVPD def2/J DEFGRID3
* xyz 0 1
C -2.05 -2.52 -1.52
H 0.01 0.31 -4.43
H 4.41 0.68 0.06
H -0.38 1.56 2.32
C -2.65 -2.04 -0.34
C 1.10 0.82 1.08
H 1.96 -1.72 3.79
C 2.76 -0.67 2.12
C -1.23 -0.20 -1.85
H -1.72 -3.55 -1.63
C -1.50 -1.52 -2.36
H -3.19 -2.78 0.22
C 0.64 -0.16 3.09
C -1.11 2.18 -1.77
H -0.25 -1.27 4.28
C 2.97 -0.16 -1.12
H 1.92 -0.25 -1.26
C 0.15 0.77 2.06
H -2.16 2.39 -0.04
C 2.42 0.31 1.18
H 3.12 -1.27 -1.00
H 3.71 -1.17 1.91
H 0.17 1.99 -3.94
C 3.33 0.72 0.08
C -1.84 0.31 -0.63
H -1.28 -1.78 -3.38
H -1.29 1.46 -4.50
H 3.49 0.21 -1.96
H -0.88 3.22 -1.94
C 1.86 -0.89 3.15
N -1.80 1.63 -0.65
H 0.92 1.52 0.20
O -0.16 -0.33 4.23
C -0.42 1.13 -3.91
H -3.38 -0.65 1.00
H 3.14 1.91 0.00
C -0.85 1.07 -2.51
C -2.67 -0.74 0.09
*
```